# C31H64O4

5 unconnected molecules or ions with the total composition C31H64O4 (the ωB97M-V functional and the def2-TZVPD basis, OMol25).

Calculated values
LUMO level in Ha: -0.0387
SMILES: O=C1C=C(CCCO)C(=O)O1.CCCCCC.CCCCCC.CCCCCC.CCCCCC
Calculated total energy in a.u.: -1520.545445
Max |F| in eV Å⁻¹: 0.6
Net charge: 0

```
99
Properties=species:S:1:pos:R:3:forces:R:3
O -0.722256 5.465103 -1.420367 -0.225 0.257 -0.278
C -1.455302 5.915090 -2.248413 0.230 -0.236 0.496
C -2.637835 6.796524 -2.102643 -0.273 0.179 -0.352
C -3.202175 6.949610 -3.304354 -0.039 0.117 0.609
C -4.450525 7.660840 -3.699643 -0.027 0.025 -0.182
C -5.662637 6.714547 -3.661907 0.237 0.019 0.112
C -6.971911 7.450902 -3.865424 -0.168 -0.147 0.069
O -8.089117 6.576546 -3.996971 0.265 -0.136 0.001
C -2.379287 6.172611 -4.267888 0.213 -0.246 -0.235
O -2.541523 6.002817 -5.431693 -0.066 0.087 -0.076
O -1.317959 5.607813 -3.584294 -0.068 0.021 -0.136
H -2.967324 7.211790 -1.160771 0.124 -0.099 0.010
H -4.607188 8.516005 -3.039914 -0.026 -0.049 0.075
H -4.338268 8.048566 -4.715401 0.039 -0.015 0.039
H -5.530052 5.950669 -4.430920 -0.079 -0.055 0.005
H -5.679407 6.223544 -2.682925 -0.037 -0.109 -0.064
H -6.932929 8.047283 -4.777844 -0.026 0.071 0.019
H -7.139378 8.114420 -3.009842 0.027 0.145 -0.089
H -7.885549 5.746237 -3.548635 -0.093 0.169 -0.029
C -2.379737 -1.107943 0.546612 -0.018 -0.016 -0.080
C -1.716616 -0.772093 -0.786279 -0.003 -0.061 0.094
C -0.837846 0.474464 -0.727828 0.067 0.009 -0.053
C -1.567514 1.769455 -0.372491 -0.001 0.006 0.043
C -2.719841 2.138054 -1.303764 0.024 0.056 -0.056
C -2.285407 2.366135 -2.749377 -0.121 -0.023 0.058
H -3.054566 -0.315231 0.873101 0.004 0.010 0.014
H -2.964882 -2.025696 0.472792 0.007 -0.005 0.017
H -1.628845 -1.251622 1.326934 0.003 0.020 0.020
H -2.482886 -0.663378 -1.558984 0.009 0.033 -0.017
H -1.094398 -1.616646 -1.093794 -0.018 -0.007 -0.022
H -0.327698 0.594584 -1.687888 0.002 0.015 0.000
H -0.046502 0.311345 0.011885 0.008 -0.012 0.003
H -0.841653 2.588724 -0.372091 -0.005 0.014 -0.007
H -1.946826 1.705244 0.651386 -0.004 -0.015 0.004
H -3.181170 3.054788 -0.922764 -0.028 -0.005 -0.004
H -3.499316 1.371467 -1.269091 0.007 -0.017 0.024
H -1.518643 3.137809 -2.802048 0.071 0.000 -0.029
H -3.131249 2.682857 -3.364064 0.029 0.010 -0.023
H -1.876871 1.462705 -3.203740 -0.005 -0.027 0.021
C -1.588829 5.812766 2.655648 0.066 0.030 -0.030
C -0.258231 5.268298 2.143428 -0.049 -0.015 0.017
C 0.016670 3.829512 2.577393 0.016 -0.009 0.012
C 0.116363 3.615891 4.088912 -0.019 0.008 -0.003
C 1.178740 4.463394 4.786563 0.052 -0.043 0.007
C 2.596238 4.189399 4.292321 -0.040 0.053 0.026
H -1.624489 5.846560 3.745727 -0.009 -0.009 0.007
H -1.759268 6.828605 2.293635 -0.017 -0.008 -0.001
H -2.418790 5.190012 2.312717 -0.010 -0.012 0.018
H 0.554624 5.922575 2.471885 0.011 -0.014 0.015
H -0.255692 5.305983 1.053901 0.010 0.013 -0.038
H 0.937441 3.485915 2.097609 0.002 -0.008 0.001
H -0.778625 3.186700 2.187928 -0.003 0.004 -0.004
H 0.328820 2.558449 4.276663 0.005 -0.006 0.007
H -0.854949 3.812316 4.551719 -0.003 0.001 -0.008
H 1.130843 4.265237 5.860529 -0.001 0.016 0.006
H 0.949276 5.525524 4.665019 -0.020 0.007 -0.002
H 2.859071 3.138454 4.430976 0.002 -0.013 -0.021
H 3.324121 4.790762 4.838448 0.012 -0.013 0.003
H 2.706432 4.424886 3.232864 0.001 -0.005 -0.007
C 3.126460 -4.346965 -1.022858 -0.011 -0.029 0.088
C 2.152403 -3.846810 0.039671 0.015 -0.021 -0.068
C 1.811012 -2.364325 -0.094974 -0.054 0.035 0.014
C 2.998100 -1.411240 0.048051 0.013 -0.003 -0.021
C 3.759511 -1.530981 1.366872 -0.033 0.050 0.039
C 2.903442 -1.221552 2.591942 0.055 -0.039 -0.020
H 4.090201 -3.839544 -0.960483 -0.001 0.018 -0.007
H 3.312285 -5.415130 -0.902980 0.016 0.005 -0.037
H 2.724176 -4.185919 -2.025250 0.016 0.015 -0.016
H 2.560989 -4.049560 1.033805 -0.009 0.009 0.015
H 1.225223 -4.422782 -0.029175 -0.002 -0.009 0.019
H 1.046597 -2.107601 0.644780 -0.006 0.009 -0.008
H 1.347908 -2.194762 -1.072627 0.000 -0.009 -0.005
H 2.631217 -0.384990 -0.056360 0.001 0.009 0.002
H 3.693899 -1.565616 -0.781172 -0.005 -0.006 -0.002
H 4.607294 -0.841684 1.341253 0.014 -0.010 0.003
H 4.187721 -2.532492 1.463599 0.004 -0.011 -0.015
H 2.488661 -0.212851 2.530463 -0.026 0.004 -0.006
H 3.492763 -1.285332 3.507487 -0.006 0.015 0.009
H 2.071033 -1.920156 2.689860 -0.009 0.001 0.001
C 3.219364 -10.865642 2.098128 -0.044 -0.019 -0.060
C 3.214735 -10.875610 0.572141 0.030 -0.012 0.055
C 4.082648 -9.781999 -0.048091 0.001 0.000 -0.025
C 3.661392 -8.353608 0.301042 0.001 0.004 0.026
C 2.221173 -8.001476 -0.066821 -0.004 0.051 -0.072
C 1.933121 -8.096570 -1.562559 -0.035 -0.010 0.067
H 2.813104 -9.935081 2.496896 0.005 0.009 0.006
H 2.616037 -11.682465 2.496166 0.012 -0.004 0.012
H 4.234459 -10.980659 2.483635 0.010 0.021 0.014
H 2.186744 -10.787763 0.210096 -0.002 0.005 -0.020
H 3.576229 -11.845366 0.220853 -0.014 -0.008 -0.008
H 4.087607 -9.906551 -1.134302 0.000 0.010 -0.003
H 5.118491 -9.926509 0.274578 0.003 -0.009 0.005
H 4.337036 -7.659240 -0.209207 -0.003 0.009 -0.005
H 3.806831 -8.179929 1.370786 0.006 -0.008 0.000
H 2.017835 -6.981047 0.269694 -0.022 -0.010 0.022
H 1.524364 -8.642568 0.479798 0.013 -0.010 0.026
H 2.595571 -7.438686 -2.129311 0.016 -0.016 -0.015
H 0.905414 -7.803826 -1.781725 0.003 0.012 -0.013
H 2.070276 -9.112293 -1.936242 0.007 -0.004 -0.007
```
Positions in Å, forces in eV/Å.

Table of Löwdin atomic charges, one value per atom, all in e: number 1, O, carries 0.157; number 2, C, carries -0.429; number 3, C, carries 0.117; number 4, C, carries -0.117; number 5, C, carries -0.129; number 6, C, carries -0.178; number 7, C, carries -0.271; number 8, O, carries -0.065; number 9, C, carries -0.390; number 10, O, carries 0.191; number 11, O, carries 0.133; number 12, H, carries 0.138; number 13, H, carries 0.128; number 14, H, carries 0.132; number 15, H, carries 0.129; number 16, H, carries 0.124; number 17, H, carries 0.124; number 18, H, carries 0.119; number 19, H, carries 0.082; number 20, C, carries -0.106; number 21, C, carries -0.266; number 22, C, carries -0.223; number 23, C, carries -0.229; number 24, C, carries -0.258; number 25, C, carries -0.098; number 26, H, carries 0.065; number 27, H, carries 0.069; number 28, H, carries 0.070; number 29, H, carries 0.100; number 30, H, carries 0.090; number 31, H, carries 0.107; number 32, H, carries 0.099; number 33, H, carries 0.104; number 34, H, carries 0.095; number 35, H, carries 0.099; number 36, H, carries 0.099; number 37, H, carries 0.058; number 38, H, carries 0.072; number 39, H, carries 0.070; number 40, C, carries -0.108; number 41, C, carries -0.259; number 42, C, carries -0.227; number 43, C, carries -0.227; number 44, C, carries -0.271; number 45, C, carries -0.111; number 46, H, carries 0.064; number 47, H, carries 0.065; number 48, H, carries 0.072; number 49, H, carries 0.101; number 50, H, carries 0.079; number 51, H, carries 0.104; number 52, H, carries 0.091; number 53, H, carries 0.108; number 54, H, carries 0.101; number 55, H, carries 0.103; number 56, H, carries 0.097; number 57, H, carries 0.072; number 58, H, carries 0.068; number 59, H, carries 0.065; number 60, C, carries -0.097; number 61, C, carries -0.264; number 62, C, carries -0.235; number 63, C, carries -0.224; number 64, C, carries -0.266; number 65, C, carries -0.108; number 66, H, carries 0.069; number 67, H, carries 0.041; number 68, H, carries 0.081; number 69, H, carries 0.100; number 70, H, carries 0.102; number 71, H, carries 0.093; number 72, H, carries 0.105; number 73, H, carries 0.104; number 74, H, carries 0.102; number 75, H, carries 0.104; number 76, H, carries 0.098; number 77, H, carries 0.070; number 78, H, carries 0.068; number 79, H, carries 0.065; number 80, C, carries -0.112; number 81, C, carries -0.271; number 82, C, carries -0.229; number 83, C, carries -0.229; number 84, C, carries -0.270; number 85, C, carries -0.107; number 86, H, carries 0.064; number 87, H, carries 0.068; number 88, H, carries 0.074; number 89, H, carries 0.097; number 90, H, carries 0.103; number 91, H, carries 0.101; number 92, H, carries 0.109; number 93, H, carries 0.104; number 94, H, carries 0.103; number 95, H, carries 0.086; number 96, H, carries 0.100; number 97, H, carries 0.068; number 98, H, carries 0.071; number 99, H, carries 0.065

# ClHNO2P

2 unconnected molecules or ions with the total composition ClHNO2P (the ωB97M-V functional and the def2-TZVPD basis, OMol25).

Calculated values
LUMO level (alpha / beta) in Ha: -0.0017 / -0.0874
Calculated total energy in a.u.: -1007.220751
Max |F| in eV Å⁻¹: 1.2
Net charge: 0
Energy relative to the best compared isomer or geometry (same formula, charge and spin) in kJ/mol: 198.9
Multiplicity: 3

```
6
Properties=species:S:1:pos:R:3:forces:R:3
N -1.950340 -1.440654 -0.019086 -0.526 -0.722 0.184
O -2.809900 -1.705720 -0.798440 0.359 0.100 0.286
O -1.521619 -1.975910 0.955119 -0.110 0.172 -0.315
P -0.518349 1.024946 -0.751847 -0.523 0.664 0.757
Cl 0.602801 0.762208 -2.366941 0.701 -0.150 -0.934
H 0.396272 0.476776 0.178106 0.098 -0.063 0.022
```
Positions in Å, forces in eV/Å.

Table of Löwdin atomic charges, one value per atom, all in e: number 1, N, carries -0.276; number 2, O, carries 0.091; number 3, O, carries 0.089; number 4, P, carries 0.276; number 5, Cl, carries 0.024; number 6, H, carries -0.204